#one
Molecular formula: C29H35Cl3N4O2P2Sn
Method: DFT, ωB97M-V/def2-TZVPD

The geometry in XYZ format:
```
76
Properties=species:S:1:pos:R:3
Sn -0.74066 -2.34203 0.60791
C -1.26477 2.18996 -0.91094
C -1.52908 1.27759 -1.84916
C -0.87844 1.06521 -3.17612
C 0.36912 0.13848 -3.24290
C 1.47180 0.35437 -2.24775
C 1.68677 1.47044 -1.53954
C 1.05768 2.81286 -1.79096
C -0.12550 3.15657 -0.87169
C 1.30684 -1.66582 1.14212
H -1.89602 2.23399 -0.01219
H -2.33192 0.55684 -1.62964
H -0.65421 2.00443 -3.69561
H -1.63691 0.54673 -3.78183
H 0.02202 -0.90755 -3.16148
H 0.79252 0.23805 -4.26340
H 2.13987 -0.51140 -2.10967
H 2.49866 1.48008 -0.79654
H 0.73949 2.94366 -2.82943
H 1.83216 3.56048 -1.55811
H 0.23966 3.21443 0.16772
H -0.50517 4.16597 -1.11499
H 1.37990 -1.09897 2.07726
H 1.44415 -0.99426 0.27740
H 2.02491 -2.49426 1.10459
P 1.30306 -1.15727 -8.37320
P -1.79752 -0.72268 -8.03857
N 2.75368 -0.17133 -8.31675
N 2.04432 -2.42020 -9.36396
N -2.01404 1.00978 -7.78348
N -3.47398 -1.03479 -8.45460
C 0.41371 -0.24628 -9.72017
C -1.07622 -0.61680 -9.75141
C 3.20375 0.43659 -7.13255
C 4.25993 1.27997 -7.45148
C 4.45240 1.21047 -8.87286
C 3.50652 0.33669 -9.37796
C 2.21298 -3.73138 -8.89483
C 2.72291 -4.51475 -9.92199
C 2.87505 -3.66802 -11.07374
C 2.45161 -2.39706 -10.69907
C -1.79902 1.61021 -6.53516
C -1.92822 2.98954 -6.67362
C -2.21572 3.25207 -8.05502
C -2.25643 2.02687 -8.70815
C -4.35696 -0.32898 -9.28186
C -5.46973 -1.12088 -9.52616
C -5.25651 -2.38019 -8.86060
C -4.02370 -2.31314 -8.23045
H 0.85645 -0.45447 -10.69969
H 0.55750 0.82272 -9.50418
H -1.62839 0.09971 -10.37095
H -1.24064 -1.61878 -10.18104
H 2.72790 0.18711 -6.19292
H 4.82276 1.88023 -6.75832
H 5.19448 1.74303 -9.44774
H 3.31001 0.03471 -10.39683
H 1.93377 -3.97294 -7.87514
H 2.94250 -5.57417 -9.87323
H 3.22538 -3.96072 -12.05439
H 2.39846 -1.49660 -11.29290
H -1.56741 0.98516 -5.68438
H -1.81170 3.72109 -5.88746
H -2.35605 4.21775 -8.51403
H -2.43172 1.80460 -9.75029
H -4.13113 0.67396 -9.60829
H -6.33412 -0.83800 -10.10652
H -5.93372 -3.21881 -8.84930
H -3.47611 -3.02405 -7.62634
Cl -1.56990 2.22110 3.75762
C -1.51569 0.45392 3.84835
Cl -0.13610 -0.02943 4.89154
Cl -3.06751 -0.13782 4.50639
C -1.22903 -0.20576 2.41922
O -0.69244 0.43074 1.50513
O -1.50280 -1.48629 2.39726
```

Values from the calculation:
LUMO energy (alpha / beta): -9.89 / -8.99 eV
net charge: +2
highest occupied orbital energy (alpha / beta): -11.99 / -11.99 eV

Atom charges from the Mulliken analysis, given in e for atoms 1 to 8: atom 1 (Sn): 1.202, atom 2 (C): -1.026, atom 3 (C): -0.344, atom 4 (C): -0.626, atom 5 (C): 0.147, atom 6 (C): -0.612, atom 7 (C): -0.370, atom 8 (C): -0.976



#two
Molecular formula: C29H35Cl3N4O2P2Sn
Method: DFT, ωB97M-V/def2-TZVPD

The geometry in XYZ format:
```
76
Properties=species:S:1:pos:R:3
Sn -0.41619 -2.52367 0.82443
C -0.53910 4.48000 4.57135
C -1.20550 3.73510 3.67981
C -0.61867 3.12325 2.44373
C 0.58770 2.17320 2.67969
C 1.92673 2.70975 2.28918
C 2.36346 3.94753 2.55950
C 1.55197 5.01721 3.23609
C 0.95359 4.61444 4.60003
C 1.17901 -3.64261 1.87394
H -1.05962 5.01135 5.36794
H -2.25231 3.49812 3.85578
H -0.35739 3.89471 1.70597
H -1.40085 2.49893 1.98532
H 0.58348 1.83008 3.72576
H 0.44403 1.26784 2.07799
H 2.57412 1.98839 1.78258
H 3.34469 4.30493 2.22782
H 0.74798 5.37366 2.57712
H 2.22262 5.86641 3.43221
H 1.46509 3.70968 4.96648
H 1.18458 5.40762 5.32705
H 0.75546 -4.13554 2.76925
H 1.94756 -2.90550 2.17220
H 1.61753 -4.39077 1.18682
P 1.36322 -1.51232 -1.12899
P -2.29852 -1.08832 -1.28376
N 2.55703 -0.25293 -1.30450
N 2.30515 -2.72109 -2.10383
N -2.30547 0.61752 -1.86638
N -3.85794 -1.46592 -2.17538
C 0.24200 -0.94619 -2.44778
C -1.10722 -1.68550 -2.53532
C 3.72173 -0.22509 -0.51440
C 4.66540 0.56186 -1.15906
C 4.08966 1.02381 -2.38335
C 2.80636 0.51287 -2.45089
C 2.57602 -4.03330 -1.71477
C 2.94493 -4.76698 -2.83935
C 2.93394 -3.87079 -3.95709
C 2.58234 -2.61993 -3.47396
C -2.05168 1.68037 -0.98059
C -1.69724 2.81266 -1.71070
C -1.76564 2.46477 -3.09697
C -2.13052 1.12660 -3.16562
C -4.57790 -0.83259 -3.19553
C -5.65242 -1.64091 -3.57427
C -5.59010 -2.82842 -2.76746
C -4.47941 -2.70398 -1.93578
H 0.73759 -1.04511 -3.42386
H 0.10136 0.12675 -2.25942
H -1.52488 -1.55979 -3.54222
H -0.99524 -2.76388 -2.35887
H 3.73463 -0.75421 0.42824
H 5.66285 0.77208 -0.80742
H 4.55172 1.64298 -3.14333
H 2.03765 0.65344 -3.19571
H 2.49795 -4.31000 -0.67533
H 3.18601 -5.81420 -2.86083
H 3.13496 -4.11315 -4.98684
H 2.51887 -1.67669 -3.99368
H -2.17791 1.53130 0.07857
H -1.42025 3.76637 -1.29494
H -1.57435 3.12375 -3.93240
H -2.31803 0.52814 -4.04999
H -4.30014 0.13561 -3.57316
H -6.38886 -1.41257 -4.32891
H -6.27458 -3.65947 -2.79158
H -4.07767 -3.36105 -1.18381
Cl -1.95929 -1.49396 6.37162
C -1.56502 -2.60580 5.05235
Cl -0.04307 -3.47318 5.39547
Cl -2.89386 -3.76101 4.82101
C -1.23971 -1.79562 3.70003
O -0.71162 -0.69883 3.78181
O -1.57283 -2.44220 2.62091
```

Values from the calculation:
LUMO energy (alpha / beta): -9.08 / -9.97 eV
net charge: +2
highest occupied orbital energy (alpha / beta): -12.72 / -12.73 eV

Atom charges from the Mulliken analysis, given in e for atoms 1 to 8: atom 1 (Sn): 1.340, atom 2 (C): -0.389, atom 3 (C): -0.308, atom 4 (C): -0.006, atom 5 (C): -0.079, atom 6 (C): -0.508, atom 7 (C): -0.545, atom 8 (C): -0.795



It comes down to #one, which is 1.187 eV more stable than the next structure.



#one
Molecular formula: C4H6OS2
Method: DFT, ωB97M-V/def2-TZVPD

The geometry in XYZ format:
```
13
Properties=species:S:1:pos:R:3
C 0.93046 0.22615 -0.59278
C -0.44328 0.44210 -0.99138
C 1.33320 -1.09175 0.08000
C -1.14917 0.50947 1.20916
O 1.71355 1.15921 -0.80827
S -1.76086 -0.39012 -1.82054
S -1.23978 1.65304 -1.88499
H 1.08343 -1.77092 -0.63207
H 0.66769 -1.41023 0.89831
H 2.36445 -1.24888 0.49123
H -2.13264 0.20860 1.05302
H -1.06204 1.58008 1.34480
H -0.30500 0.13325 1.65350
```

Values from the calculation:
LUMO energy: -0.43 eV
net charge: 0
highest occupied orbital energy: -8.63 eV

Atom charges from the Mulliken analysis, given in e for atoms 1 to 8: atom 1 (C): 0.715, atom 2 (C): 0.209, atom 3 (C): -1.171, atom 4 (C): -1.117, atom 5 (O): -0.574, atom 6 (S): -0.158, atom 7 (S): -0.131, atom 8 (H): 0.395



#two
Molecular formula: C4H6OS2
Method: DFT, ωB97M-V/def2-TZVPD

The geometry in XYZ format:
```
13
Properties=species:S:1:pos:R:3
C -0.94220 2.02483 0.02581
O 0.18299 1.55303 0.69500
C 0.61604 0.31426 0.73144
S 1.95696 -0.09709 1.54062
C -0.11070 -0.81601 0.01719
C 0.76635 -1.95894 -0.56673
S -1.74505 -0.95800 0.05152
H -1.74822 1.46368 0.35104
H -0.70172 1.92427 -1.04003
H -1.02129 3.00909 0.23290
H 1.14867 -1.77200 -1.59222
H 0.06439 -2.73761 -0.65604
H 1.53377 -1.94952 0.20949
```

Values from the calculation:
LUMO energy: -1.28 eV
net charge: 0
SMILES: COC(=S)C(C)=S
highest occupied orbital energy: -8.72 eV

Atom charges from the Mulliken analysis, given in e for atoms 1 to 8: atom 1 (C): -0.755, atom 2 (O): -0.324, atom 3 (C): 0.515, atom 4 (S): -0.333, atom 5 (C): 0.234, atom 6 (C): -0.977, atom 7 (S): -0.255, atom 8 (H): 0.376



#three
Molecular formula: C4H6OS2
Method: DFT, ωB97M-V/def2-TZVPD

The geometry in XYZ format:
```
13
Properties=species:S:1:pos:R:3
C -0.67483 0.62764 0.00533
C 0.04963 -0.65362 0.05515
C 0.10117 1.89581 -0.31395
C -0.62462 -1.95855 0.46825
O -1.88064 0.60467 0.13157
S 1.65548 -0.98547 -0.38274
S 2.86887 0.50699 -0.49832
H 0.40181 2.06356 -1.43173
H 1.00990 1.83505 0.35382
H -0.54147 2.66889 -0.11411
H -1.23496 -1.73650 1.43423
H 0.27867 -2.60212 0.57281
H -1.40901 -2.26637 -0.28031
```

Values from the calculation:
LUMO energy (alpha / beta): -1.81 / -1.77 eV
net charge: 0
highest occupied orbital energy (alpha / beta): -8.81 / -8.83 eV

Atom charges from the Mulliken analysis, given in e for atoms 1 to 8: atom 1 (C): 0.866, atom 2 (C): 0.342, atom 3 (C): -1.247, atom 4 (C): -1.054, atom 5 (O): -0.553, atom 6 (S): 0.016, atom 7 (S): -0.291, atom 8 (H): 0.282



It comes down to #three, which is 0.393 eV more stable than the next structure.



#one
Molecular formula: C5H7PS
Method: DFT, ωB97M-V/def2-TZVPD

The geometry in XYZ format:
```
14
Properties=species:S:1:pos:R:3
C 2.33042 -0.13830 0.10241
C 0.91051 -0.31565 0.07640
C 0.27464 -1.48334 0.14204
S -1.47575 -1.34695 0.28075
C -1.52272 0.40932 0.15149
P -3.08035 1.29173 0.07097
C -0.00647 0.81980 0.07448
H 2.60344 0.84526 0.11341
H 2.72253 -0.49939 1.01918
H 2.78451 -0.79922 -0.73337
H 0.76451 -2.37770 0.04210
H -3.71062 0.05632 0.01449
H -2.86001 1.63909 -1.29870
H 0.26538 1.89903 -0.05566
```

Values from the calculation:
LUMO energy: 0.69 eV
net charge: 0
SMILES: Cc1csc(P)c1
highest occupied orbital energy: -8.06 eV

Atom charges from the Mulliken analysis, given in e for atoms 1 to 8: atom 1 (C): -1.338, atom 2 (C): 0.805, atom 3 (C): -0.619, atom 4 (S): -0.136, atom 5 (C): 0.162, atom 6 (P): -0.069, atom 7 (C): -0.583, atom 8 (H): 0.404



#two
Molecular formula: C5H7PS
Method: DFT, ωB97M-V/def2-TZVPD

The geometry in XYZ format:
```
14
Properties=species:S:1:pos:R:3
S 1.81127 2.29757 0.04025
C 0.63520 1.16331 0.88122
P -0.71507 0.94579 -0.35071
C 0.19637 -0.22241 -1.40794
C -0.24801 -1.46362 -1.09814
C -1.23277 -1.60113 -0.10481
C -1.60353 -0.40799 0.42574
H 2.65826 2.49394 0.90694
H 1.34449 0.32943 1.04696
H 0.19448 1.48881 1.80898
H 0.98564 0.19117 -1.92545
H 0.13569 -2.31455 -1.52677
H -1.76860 -2.42703 0.29310
H -2.39341 -0.47327 1.01063
```

Values from the calculation:
LUMO energy: 0.22 eV
net charge: 0
SMILES: SCP1=CC=CC=1
highest occupied orbital energy: -8.98 eV

Atom charges from the Mulliken analysis, given in e for atoms 1 to 8: atom 1 (S): -0.207, atom 2 (C): -0.632, atom 3 (P): -0.126, atom 4 (C): -0.534, atom 5 (C): -0.544, atom 6 (C): -0.230, atom 7 (C): -0.507, atom 8 (H): 0.083



It comes down to #one, which is 0.180 eV more stable than the next structure.